13
Properties=species:S:1:pos:R:3:forces:R:3 method="wB97M-V/def2-TZVPD" charge=+1 homo_lumo_gap_ev=9.906 smiles="N/[NH+]=C(/N)OP"
N 2.224 1.004 -0.002 -0.597 2.786 -3.049
N 1.418 -0.077 0.047 0.065 -3.808 -0.557
C 0.128 -0.349 -0.062 -0.061 -0.795 1.898
N -0.282 -1.643 -0.049 -0.161 -1.367 -0.594
O -0.756 0.587 0.099 -0.343 0.141 -0.181
P -2.569 0.287 0.188 1.162 1.988 1.236
H 2.487 1.195 0.879 1.803 0.353 4.245
H 1.759 1.892 -0.182 -0.590 -0.349 -0.990
H 2.069 -0.886 0.045 -1.272 0.362 -0.257
H 0.190 -2.582 -0.142 0.173 2.178 0.051
H -1.278 -1.800 -0.108 0.018 0.228 0.102
H -2.855 1.753 0.391 0.442 -1.642 0.302
H -2.535 0.619 -1.104 -0.639 -0.075 -2.205

47
Properties=species:S:1:pos:R:3:forces:R:3 method="wB97M-V/def2-TZVPD" charge=0 homo_lumo_gap_ev=9.340 smiles="Cc1ccc(CNC(=O)CN2C(=O)N[C@@](C)(c3ccc(Cl)cc3)C2=O)cc1"
C -6.295 -0.092 1.246 0.039 -0.028 0.069
C -4.991 -0.126 0.508 0.024 0.097 -0.022
C -4.174 0.995 0.453 -0.110 -0.066 0.043
C -2.961 0.957 -0.211 0.080 -0.094 -0.107
C -2.541 -0.204 -0.844 0.028 0.108 -0.015
C -1.215 -0.268 -1.550 0.033 -0.008 -0.150
N -0.294 -1.130 -0.833 -0.257 0.397 0.146
C 0.323 -2.176 -1.409 0.332 -0.203 0.427
O 0.153 -2.526 -2.555 -0.006 -0.239 -0.400
C 1.324 -2.879 -0.469 -0.181 -0.172 -0.305
N 2.324 -1.939 -0.014 0.017 -0.236 -0.061
C 3.582 -1.804 -0.642 0.075 -0.028 0.122
O 4.012 -2.520 -1.500 0.045 -0.253 -0.361
N 4.181 -0.744 -0.048 0.171 0.251 0.111
C 3.337 -0.064 0.903 -0.074 0.136 0.221
C 4.020 0.114 2.254 -0.222 -0.105 -0.092
C 2.710 1.201 0.330 0.079 0.166 -0.074
C 2.238 2.210 1.161 0.060 -0.084 -0.127
C 1.570 3.301 0.636 -0.073 0.084 -0.075
C 1.360 3.384 -0.731 0.131 -0.221 0.104
Cl 0.506 4.734 -1.388 -0.086 0.149 -0.068
C 1.820 2.385 -1.575 -0.089 0.106 0.006
C 2.486 1.298 -1.040 0.033 0.027 0.119
C 2.140 -1.022 0.967 0.229 -0.061 0.168
O 1.182 -0.932 1.699 -0.039 0.041 0.139
C -3.354 -1.330 -0.788 0.007 0.057 0.008
C -4.562 -1.290 -0.120 0.046 0.008 -0.019
H -6.150 -0.430 2.272 -0.079 -0.007 0.072
H -7.023 -0.749 0.776 -0.094 -0.014 0.005
H -6.697 0.918 1.278 -0.078 0.039 0.023
H -4.490 1.909 0.935 -0.050 0.094 0.049
H -2.337 1.840 -0.243 0.083 0.095 -0.018
H -0.778 0.734 -1.630 -0.098 -0.081 -0.076
H -1.323 -0.694 -2.551 0.039 0.140 0.109
H -0.176 -0.950 0.155 0.101 -0.129 0.005
H 0.800 -3.291 0.397 0.084 0.022 -0.049
H 1.834 -3.668 -1.025 -0.135 0.121 0.088
H 5.065 -0.382 -0.361 -0.031 -0.096 -0.100
H 3.271 0.240 3.031 -0.019 0.088 0.098
H 4.681 0.977 2.241 0.047 0.074 0.014
H 4.602 -0.776 2.481 0.002 -0.040 0.026
H 2.377 2.149 2.227 0.020 -0.011 0.143
H 1.205 4.080 1.286 -0.044 0.093 0.036
H 1.650 2.450 -2.638 -0.031 0.041 -0.101
H 2.826 0.519 -1.706 0.040 -0.044 -0.061
H -3.032 -2.238 -1.277 0.036 -0.125 -0.063
H -5.185 -2.172 -0.087 -0.080 -0.090 -0.008

8
Properties=species:S:1:pos:R:3:forces:R:3 method="wB97M-V/def2-TZVPD" charge=-1 homo_lumo_gap_ev="5.289 / 9.260"
C 1.023 0.333 -0.070 -1.919 -0.016 -0.330
N 2.192 0.431 0.595 0.535 0.962 0.808
O -1.612 -0.268 -1.099 0.051 0.403 -1.468
O -2.185 -1.815 0.686 -0.405 -2.075 0.844
O 1.433 1.653 0.380 0.466 -1.281 0.090
S -1.910 -0.433 0.332 -0.669 1.499 0.372
H 1.053 0.174 -1.128 0.120 -0.022 -0.837
H 0.007 -0.074 0.305 1.820 0.529 0.521

Result set for ΔE to the lowest compared entry with this formula, charge and spin: 136.9; 9.2; 480.1 kJ/mol, one per record in the order listed.